Here is a molecular structure, C75H136AsBBr22F10N2O18 in a non-equilibrium geometry from the Open Molecules 2025 dataset. Energies are from ωB97M-V/def2-TZVPD.

```
! wB97M-V def2-TZVPD RIJCOSX def2/J DEFGRID3
* xyz 0 1
C -0.892 -0.809 -4.538
C -0.077 -0.478 -3.269
C -0.635 -1.146 -2.005
N -0.267 -0.472 -0.722
C 1.237 -0.302 -0.667
C -0.801 -1.312 0.409
C -2.076 -0.592 0.954
C -1.668 0.849 0.768
C -0.966 0.864 -0.571
H -0.585 -0.082 -5.345
H -1.971 -0.688 -4.453
H -0.673 -1.786 -4.915
H -0.151 0.580 -3.125
H 0.933 -0.796 -3.448
H -0.214 -2.130 -1.889
H -1.756 -1.252 -2.025
H 1.755 -1.268 -0.722
H 1.428 0.062 0.382
H 1.594 0.457 -1.334
H -0.119 -1.371 1.251
H -0.990 -2.308 0.009
H -2.311 -0.875 1.978
H -2.929 -0.851 0.335
H -1.083 1.265 1.589
H -2.601 1.435 0.656
H -0.124 1.587 -0.598
H -1.649 0.990 -1.413
C 1.333 3.516 6.682
C 1.969 2.232 6.039
C 2.722 2.669 4.755
N 3.606 1.679 4.076
C 4.286 2.354 2.932
C 5.354 1.553 2.258
C 6.424 1.252 3.263
C 5.790 0.455 4.365
C 4.699 1.223 5.000
C 2.709 0.524 3.654
H 0.664 3.302 7.496
H 0.790 4.133 5.969
H 2.217 4.053 7.158
H 1.220 1.479 5.798
H 2.673 1.765 6.735
H 3.479 3.434 5.059
H 2.061 3.179 4.047
H 4.612 3.350 3.322
H 3.527 2.545 2.130
H 5.727 2.022 1.323
H 4.900 0.608 1.871
H 6.887 2.243 3.551
H 7.286 0.699 2.872
H 6.406 0.060 5.197
H 5.310 -0.378 3.852
H 5.117 2.203 5.379
H 4.147 0.682 5.786
H 3.329 -0.305 3.310
H 2.192 0.910 2.795
H 2.007 0.286 4.356
B 0.840 3.500 1.714
F -0.242 3.956 1.013
F 0.368 2.844 2.886
F 1.575 2.609 0.966
F 1.647 4.549 2.237
As 3.748 -2.796 0.858
F 4.350 -2.412 2.474
F 3.802 -4.481 1.150
F 2.930 -2.960 -0.734
F 3.747 -1.009 0.603
F 5.333 -2.865 0.195
F 2.095 -2.645 1.534
Br -6.635 -5.962 -2.213
C -6.814 -4.478 -1.023
C -5.492 -3.910 -0.689
Br -6.006 -2.287 0.239
H -7.321 -4.839 -0.096
H -7.499 -3.816 -1.587
H -4.901 -3.505 -1.508
H -4.813 -4.524 -0.155
Br -4.563 0.776 -2.065
C -4.504 2.170 -3.373
C -3.238 2.102 -4.231
Br -3.406 3.648 -5.475
H -4.501 3.138 -2.939
H -5.429 2.165 -3.943
H -3.216 1.116 -4.737
H -2.366 2.351 -3.670
Br -3.799 5.757 -0.120
C -3.032 5.923 1.723
C -3.496 4.737 2.516
Br -3.177 5.181 4.389
H -3.323 6.909 2.048
H -1.963 5.952 1.768
H -2.928 3.838 2.251
H -4.543 4.391 2.405
Br 0.286 0.343 -11.403
C 1.620 1.108 -10.157
C 3.033 0.676 -10.542
Br 4.396 1.674 -9.524
H 1.415 0.688 -9.208
H 1.515 2.227 -10.187
H 3.225 0.926 -11.593
H 3.151 -0.384 -10.310
Br -7.849 -2.395 4.361
C -6.434 -1.180 3.847
C -6.939 -0.093 2.889
Br -5.564 1.162 2.465
H -5.604 -1.789 3.444
H -6.101 -0.736 4.782
H -7.815 0.471 3.230
H -7.163 -0.508 1.910
Br -0.574 -1.801 -8.213
C 0.914 -2.814 -8.945
C 1.952 -3.171 -7.960
Br 2.717 -1.637 -7.040
H 1.342 -2.157 -9.756
H 0.481 -3.693 -9.357
H 2.757 -3.641 -8.605
H 1.685 -3.733 -7.075
Br 5.589 0.297 -5.771
C 5.491 2.264 -5.897
C 4.080 2.778 -5.651
Br 4.013 4.792 -5.801
H 5.879 2.609 -6.876
H 6.154 2.670 -5.128
H 3.708 2.476 -4.719
H 3.446 2.404 -6.407
Br 1.915 -3.420 -3.731
C 3.745 -2.814 -3.688
C 4.596 -4.052 -3.532
Br 6.474 -3.492 -3.270
H 3.699 -2.127 -2.866
H 3.969 -2.230 -4.622
H 4.602 -4.621 -4.411
H 4.412 -4.571 -2.603
Br -0.018 7.138 -6.707
C 0.068 5.115 -6.433
C -0.339 4.319 -7.611
Br -0.127 2.408 -7.124
H -0.617 4.906 -5.574
H 1.092 4.850 -6.142
H 0.168 4.448 -8.546
H -1.467 4.412 -7.710
Br 1.603 7.510 -2.988
C -0.162 6.743 -2.841
C -0.200 5.626 -1.830
Br 0.784 4.058 -2.459
H -0.509 6.449 -3.833
H -0.967 7.476 -2.569
H -1.270 5.370 -1.610
H 0.283 5.839 -0.891
Br 7.599 1.932 -1.183
C 6.914 0.575 -2.398
C 5.641 -0.019 -1.962
Br 4.153 1.339 -2.197
H 7.642 -0.253 -2.371
H 6.871 1.066 -3.374
H 5.639 -0.184 -0.918
H 5.322 -0.928 -2.490
O -3.831 -2.376 -4.463
C -4.956 -1.966 -4.570
O -5.913 -2.441 -3.735
C -7.208 -1.921 -4.045
C -6.942 -0.691 -4.897
C -5.631 -1.070 -5.575
H -7.680 -1.686 -3.082
H -7.776 -2.671 -4.567
H -6.815 0.224 -4.305
H -7.750 -0.518 -5.656
H -4.982 -0.210 -5.756
H -5.748 -1.605 -6.478
O -0.296 -0.252 3.608
C -1.009 0.265 4.449
O -0.764 0.133 5.758
C -1.776 0.822 6.578
C -2.919 1.178 5.591
C -2.227 1.194 4.228
H -1.409 1.788 6.965
H -2.051 0.180 7.426
H -3.491 2.089 5.904
H -3.639 0.386 5.637
H -1.866 2.134 3.814
H -2.793 0.665 3.431
O -1.663 -7.385 -1.015
C -0.555 -7.044 -0.700
O 0.248 -6.361 -1.490
C 1.317 -5.775 -0.768
C 1.335 -6.410 0.639
C 0.079 -7.280 0.636
H 1.125 -4.734 -0.826
H 2.226 -5.971 -1.294
H 1.416 -5.768 1.496
H 2.206 -7.092 0.804
H -0.713 -7.039 1.338
H 0.298 -8.320 0.793
O -1.784 -4.155 -1.201
C -1.781 -4.522 -2.370
O -0.759 -4.132 -3.177
C -0.742 -4.811 -4.437
C -2.107 -5.288 -4.616
C -2.697 -5.405 -3.177
H 0.020 -5.555 -4.320
H -0.441 -4.048 -5.185
H -2.136 -6.310 -5.002
H -2.737 -4.628 -5.236
H -2.575 -6.408 -2.768
H -3.755 -5.094 -3.061
O -0.244 -3.271 7.554
C 0.759 -3.372 6.922
O 1.938 -3.875 7.399
C 2.983 -3.650 6.418
C 2.453 -2.555 5.496
C 0.964 -2.941 5.472
H 3.344 -4.551 5.898
H 3.815 -3.300 6.982
H 3.003 -2.419 4.577
H 2.569 -1.551 5.947
H 0.705 -3.872 4.864
H 0.266 -2.171 5.218
O -1.872 8.696 3.059
C -1.152 8.119 3.828
O -1.380 7.990 5.170
C -0.269 7.255 5.796
C 0.424 6.547 4.644
C 0.206 7.460 3.506
H -0.683 6.435 6.417
H 0.283 7.884 6.418
H -0.130 5.622 4.491
H 1.424 6.296 4.911
H 0.098 6.906 2.554
H 0.974 8.179 3.244
O 4.835 7.481 -2.579
C 4.414 6.726 -1.735
O 4.045 6.995 -0.472
C 3.657 5.774 0.341
C 4.027 4.582 -0.579
C 4.262 5.255 -1.985
H 2.566 5.871 0.613
H 4.267 5.887 1.231
H 3.161 3.872 -0.649
H 4.899 4.059 -0.276
H 3.528 4.946 -2.691
H 5.172 4.957 -2.451
O -2.149 -6.807 3.980
C -2.071 -5.757 3.371
O -0.882 -5.221 3.016
C -1.194 -4.017 2.225
C -2.589 -3.611 2.515
C -3.218 -4.967 2.848
H -0.882 -4.268 1.231
H -0.437 -3.325 2.575
H -3.018 -3.004 1.713
H -2.619 -2.954 3.375
H -3.658 -5.472 1.990
H -4.119 -4.901 3.485
O -3.862 -2.027 5.479
C -3.772 -2.983 6.225
O -3.661 -4.255 5.839
C -3.820 -5.159 6.930
C -3.326 -4.311 8.190
C -3.771 -2.944 7.761
H -3.256 -6.116 6.711
H -4.929 -5.421 6.998
H -2.222 -4.364 8.244
H -3.654 -4.686 9.154
H -3.145 -2.134 8.114
H -4.817 -2.800 8.106
*
```

## Properties
HOMO energy in eV: -9.40